[1]
Computed, not measured: a structure of composition C40H26Cl5IO2PPdS, with ωB97M-V/def2-TZVPD.

Element x y z (Å)
Cl: -6.79598 -0.13406 0.89508
C: -1.72066 -2.86042 2.03932
H: -3.41324 -3.15217 3.31087
H: -0.16532 4.87864 -2.22516
C: -2.36767 -3.37704 3.14809
C: 0.67380 5.10427 -1.57793
C: 6.04903 -1.62865 0.03019
H: 7.04037 -1.20839 -0.06349
H: 0.96939 -1.55691 -2.22561
C: 1.08399 4.20394 -0.60595
C: 4.21473 -4.70930 -0.85255
H: -0.65508 1.91856 -3.14940
C: -3.35944 -0.15178 -1.13622
H: 5.31814 -0.00298 1.24225
C: 2.91826 0.54524 -2.59319
H: 2.39369 3.76349 1.02564
C: 2.12703 4.47947 0.25991
C: -0.38009 -2.80848 -1.10540
H: 2.93496 7.53671 -0.94402
H: -2.77564 -4.77487 -2.45718
H: 0.21532 -5.06097 4.55152
H: 0.08983 -2.26311 -4.41073
C: -2.81612 0.19920 1.17828
C: 1.02245 1.77010 -1.81697
C: 2.79205 5.69058 0.13235
H: 3.60396 5.93062 0.80546
H: 1.04973 7.01945 -2.45369
Cl: -2.84394 -0.30440 -2.77034
Cl: -1.70110 0.51829 2.47146
H: -1.85898 -4.13393 -0.26915
I: 2.53091 -0.43496 2.18606
C: 1.92050 -4.50999 -0.25006
C: 5.74946 -2.85118 -0.48651
H: 2.78455 1.44404 -0.64024
C: 4.44926 -3.40068 -0.37142
C: -0.32684 -4.44599 3.84608
C: -4.71014 -0.18780 -0.82678
H: 0.49944 0.69968 -4.96592
C: -1.39367 -3.57071 -3.57073
C: 3.39828 -2.66392 0.24822
C: -2.36546 0.01209 -0.14403
C: -0.33554 -2.67188 -3.50344
C: 0.32682 -3.93275 2.73611
C: 0.16104 -2.27953 -2.27575
C: -5.12818 -0.05658 0.49927
C: -1.67118 -4.17098 4.05043
C: 2.41146 6.59508 -0.84840
H: 2.77604 -0.19491 -4.60142
S: 0.20195 2.65983 -0.50028
P: 0.46402 -2.37382 0.43050
O: 0.74191 2.00915 0.77588
C: 2.28919 1.26474 -1.58730
C: 1.35341 6.30531 -1.70066
C: 2.27810 0.35355 -3.81270
H: 0.92818 -4.94240 -0.28763
H: 5.04102 -5.25049 -1.29548
C: -4.17613 0.14345 1.49256
H: -2.17726 -4.57368 4.91736
Cl: -5.87544 -0.40427 -2.06699
H: 6.50820 -3.43811 -0.98796
C: -1.94831 -4.08011 -2.40708
H: 1.37601 -4.15094 2.58057
C: 1.00327 0.86123 -4.02222
C: 2.98354 -5.28015 -0.74273
H: 3.91084 0.14514 -2.42825
C: 2.08170 -3.22264 0.21579
H: -2.26744 -2.23047 1.34737
O: -1.11663 -0.01917 -0.54889
C: 5.06112 -0.93125 0.74946
H: 2.80237 -6.29103 -1.08000
Pd: 0.52122 -0.17710 0.63178
C: 3.79900 -1.44242 0.86152
C: -1.43581 -3.70954 -1.17028
C: -0.37127 -3.14430 1.82450
Cl: -4.68527 0.31759 3.12416
H: -1.79049 -3.86897 -4.53191
C: 0.35855 1.56449 -3.01337

Its total charge is +1. The value obtained for the energy relative to the best compared isomer or geometry (same formula, charge and spin) is 0.00 kcal/mol. The total energy is -5156.2651 hartree.

These are the Mulliken partial charges, in e, on atoms 1 to 4:
1. Cl -0.183
2. C -0.489
3. H 0.477
4. H 0.412

---

[2]
Computed, not measured: a structure of composition C20H19CoN4OS2Se3Te, with ωB97M-V/def2-TZVPD.

Element x y z (Å)
H: -0.59885 3.33929 -3.99733
N: -1.79492 -2.57571 -3.60555
H: 6.91358 -1.01241 1.82029
H: -1.57971 -1.87538 -4.29477
C: -1.08674 0.82844 3.80456
H: 3.16901 -2.88566 0.85169
H: 3.56284 1.35764 0.58685
C: -1.65321 -2.21885 -2.29374
C: 3.80271 -2.01092 0.93187
C: -1.39639 0.75941 1.09014
S: 1.56671 -0.65961 0.09054
O: 0.94249 -1.96385 0.44599
Se: -4.21225 -1.37871 0.68426
C: 5.33482 0.30110 1.20605
H: 5.54781 -3.05829 1.59715
H: -1.06990 2.96947 3.62100
H: -3.53521 2.37128 -0.15068
C: -1.13949 2.02059 3.10381
C: -2.87494 2.60710 -0.97664
C: -1.29089 1.98941 1.72803
H: 5.92781 1.19831 1.32769
S: -1.65947 -3.44273 -1.10259
H: -0.98451 0.80601 4.88018
C: -1.79638 1.76545 -1.24365
C: 5.88608 -0.94194 1.48668
C: -0.98780 2.03673 -2.34469
H: 2.47002 0.10936 -1.98839
H: -1.32789 2.90073 1.14943
N: -1.30978 -0.39856 1.78070
C: 5.12022 -2.09353 1.35693
Te: -4.95206 -3.33432 1.99211
C: -1.23647 3.14059 -3.14476
H: 0.91976 -0.78509 -2.16233
C: -3.12824 3.70681 -1.78220
C: 4.01541 0.39325 0.78708
H: -0.16863 1.37062 -2.57689
Se: -3.06607 -3.44426 3.66349
C: 3.27059 -0.76615 0.63682
C: 1.89618 -0.76354 -1.67594
Se: -1.20107 -3.68704 2.26232
C: -1.16437 -0.36358 3.09986
H: 2.44319 -1.68597 -1.86622
N: -1.49150 -0.62804 -0.76546
N: -1.55565 -0.91141 -2.08778
C: -1.54967 0.60322 -0.36272
Co: -1.46899 -1.98926 0.61263
H: -1.60929 -3.53566 -3.83378
H: -2.50096 4.84062 -3.49395
H: -1.11508 -1.32930 3.58539
H: -3.97765 4.34317 -1.56851
C: -2.30518 3.98116 -2.86498

Its total charge is -1. Its spin multiplicity is 2. The total energy is -10719.3979 hartree.

These are the Mulliken partial charges, in e, on atoms 1 to 4:
1. H 0.395
2. N -0.465
3. H 0.372
4. H 0.225

---

[3]
Computed, not measured: a structure of composition C4H10N2 at a distorted geometry, with ωB97M-V/def2-TZVPD.

Element x y z (Å)
H: 1.27253 -1.64895 -1.36706
N: -0.32774 -0.36075 -0.87010
H: 0.33080 -1.05448 -2.75742
H: -0.06697 2.10068 -0.39799
N: 1.23737 0.13343 1.01712
H: -1.16973 -0.92819 -0.86265
C: -1.04142 -0.35023 1.69276
H: -0.87710 -1.31198 2.16107
H: 1.37451 0.37066 1.99127
H: 1.79143 0.76451 0.44925
C: 0.73329 -0.78975 -1.77722
C: -0.17077 0.18787 0.70936
C: -0.72366 1.33656 0.00328
H: -1.79365 1.49742 0.00680
H: 1.45554 0.01597 -1.91160
H: -2.02442 0.03723 1.91312

Its total charge is 0. The value obtained for the energy relative to the best compared isomer or geometry (same formula, charge and spin) is 117.96 kcal/mol. The total energy is -267.7373 hartree.

These are the Mulliken partial charges, in e, on atoms 1 to 4:
1. H 0.309
2. N -0.282
3. H 0.316
4. H 0.266

---

[4]
Computed, not measured: an isolated molecule of C4H3F3 at a distorted geometry, with ωB97M-V/def2-TZVPD.

Element x y z (Å)
C: 0.88743 -0.22634 -0.33277
H: -1.25846 -1.06589 -1.10092
H: 1.14295 0.44367 1.96166
H: -1.86393 0.43174 1.09086
C: -0.85734 0.11697 0.77793
F: 1.76268 0.71051 -0.77052
C: -0.71550 -0.10075 -0.69749
F: 1.45798 -1.40541 -0.48525
F: -0.98512 0.90611 -1.57501
C: 0.42930 0.18940 1.13150

Its total charge is 0. As for the structure (SMILES): F[C@@H]1C=CC1(F)F. The value obtained for the energy relative to the best compared isomer or geometry (same formula, charge and spin) is 20.46 kcal/mol. The total energy is -453.7336 hartree.

These are the Mulliken partial charges, in e, on atoms 1 to 4:
1. C 0.976
2. H 0.256
3. H 0.344
4. H 0.346

---

[5]
Computed, not measured: an isolated molecule of C18H38O at a distorted geometry, with ωB97M-V/def2-TZVPD.

Element x y z (Å)
H: -0.49535 0.29762 -0.72538
H: -6.31047 -2.43517 0.05846
C: 1.63946 1.90917 -0.94552
H: -5.48801 2.22640 0.71128
H: 3.43239 2.79123 0.14098
H: -4.81024 0.09449 -0.66466
C: -2.78000 1.90515 -0.19729
H: -2.99358 0.62112 1.73104
H: -1.07487 2.82425 -0.81095
H: 3.56794 2.59449 -1.68725
H: 6.34072 -0.70497 -1.43987
H: -2.90766 -3.47307 -1.08531
C: -3.24983 -2.58169 -1.49898
H: 1.55696 0.95473 -1.66107
C: 3.26829 1.87804 -0.80396
H: -5.01810 -1.58526 -2.03015
H: -4.85679 -3.32057 0.51723
H: -3.27645 2.23012 1.98554
H: -3.01724 1.12399 -0.53024
C: 4.08323 0.86129 -0.54047
C: -5.25892 -0.10338 0.16550
H: 5.82540 -0.46691 1.59385
H: -3.77362 -1.17101 0.85832
H: -5.12087 1.05088 2.18351
C: -4.67636 -1.28186 0.81571
C: -4.65909 -2.52484 -1.40390
H: 4.85534 -2.68819 2.33511
C: 6.27701 -1.29750 0.74073
H: 5.75697 1.42591 0.46227
H: 1.63557 0.61475 0.81701
H: 7.14167 -1.49310 1.17482
H: 4.21517 -1.87401 0.21519
C: 1.02579 1.51635 0.46107
H: 1.30214 2.78814 -1.12807
H: 7.47760 0.31693 -0.75835
H: 5.88795 1.87597 -1.32222
H: -1.13420 2.98869 0.84954
H: 3.91602 0.11705 -1.38953
H: -5.19460 -3.48605 -1.75578
H: 5.70497 -2.91335 -0.53856
H: -4.99924 -1.26916 1.78560
O: 5.31683 -3.11063 1.38631
C: -3.47867 1.40862 1.43861
C: 5.54614 1.04758 -0.59055
C: 6.36906 -0.21728 -0.37425
H: -2.78163 -1.56758 -1.04010
H: 1.16974 2.00731 1.22604
C: -1.32328 2.24795 -0.06799
H: -3.20944 2.66607 -0.33343
H: 3.65447 0.17804 0.40990
C: -0.36163 0.94566 0.26739
C: -4.94889 1.18596 1.23553
C: 5.28998 -2.37402 0.45023
H: -6.29304 -0.09696 0.33303
H: -2.93712 -2.79470 -2.51711
H: -0.74414 0.51149 1.45099
C: -5.08354 -2.37419 0.04010

Its total charge is 0. As for the structure (SMILES): CCCCCCCCCCCCCCCCCCO. The value obtained for the energy relative to the best compared isomer or geometry (same formula, charge and spin) is 436.21 kcal/mol. The total energy is -783.1969 hartree.

These are the Mulliken partial charges, in e, on atoms 1 to 4:
1. H 0.098
2. H 0.239
3. C -0.769
4. H 0.246

---

[6]
Computed, not measured: an isolated molecule of C7H8N4O2 at a distorted geometry, with ωB97M-V/def2-TZVPD.

Element x y z (Å)
N: 0.27323 -1.95431 -0.21119
N: 0.63151 0.34706 -3.04545
O: -0.02219 1.71248 2.29145
C: 0.80693 -0.60130 -2.24193
H: -1.77851 -0.36481 -0.25357
C: -1.27587 0.93991 -1.97747
N: 0.12017 -0.83646 -1.05646
H: 1.43822 -1.35884 -2.60990
C: -0.92912 0.12769 -0.79659
O: -0.31142 1.03539 0.24908
H: 1.78831 -0.60400 3.34427
C: 0.33803 -1.81535 1.11773
N: 0.79676 -0.83201 3.27976
H: 0.46766 -2.79814 1.48045
H: 0.35952 -0.17826 3.90029
C: 0.42954 -0.59596 1.85353
H: -0.49548 2.06010 -3.56144
C: -0.31617 1.25300 -2.84831
C: 0.06673 0.62259 1.44313
H: -2.31876 1.32775 -2.12057
H: -0.06908 2.51349 1.76320

Its total charge is 0. As for the structure (SMILES): NC1=C(O)O[C@H]2C=CN=CN2N=C1. The value obtained for the energy relative to the best compared isomer or geometry (same formula, charge and spin) is 92.71 kcal/mol. The total energy is -640.9269 hartree.

These are the Mulliken partial charges, in e, on atoms 1 to 4:
1. N -1.137
2. N -0.534
3. O -0.552
4. C 0.009